[1]
DFT (wB97M-V/def2-TZVPD) results for a 2-piece molecular cluster, C8H18Se overall in a non-equilibrium geometry.

The geometry in XYZ format:
```
27
C8H18Se wB97M-V/def2-TZVPD
C 2.5133 -0.2902 -1.4323
C 2.5475 2.1509 -0.8183
C 1.0350 1.3428 -2.6039
C -0.8181 -2.5936 1.4342
C -2.1314 -0.3877 2.2247
C -0.2270 -1.1945 3.4312
C 2.1652 0.9882 -1.6806
C -0.7815 -1.1392 2.0128
Se 0.1880 0.0497 0.8679
H 3.3459 -0.4346 -0.7319
H 1.5075 -0.4407 -0.7006
H 2.3826 -1.0216 -2.2665
H 2.8625 1.9285 0.1833
H 3.3799 2.7165 -1.2582
H 1.8052 2.9189 -0.7325
H 0.6491 0.4963 -3.2463
H 0.0825 1.6011 -2.0236
H 1.1687 2.1485 -3.4782
H -1.5383 -3.2028 2.0068
H -1.0691 -2.5631 0.3894
H 0.1012 -2.9285 1.6711
H -2.5432 -0.1888 1.1487
H -2.9011 -0.9501 2.6204
H -2.0221 0.5674 2.7751
H 0.2591 -0.3198 3.8538
H -1.0620 -1.2618 4.2183
H 0.4387 -2.0674 3.5067
```

* energy above the lowest of the compared OMol25 structures with the same formula, charge and spin: 134.4 kJ/mol
* gap between HOMO and LUMO (spin up / spin down): 6.18 / 6.19 eV
* LUMO level (spin up / spin down): -0.8 / -0.8 eV

***

[2]
DFT (wB97M-V/def2-TZVPD) results for a 8-piece molecular cluster, C16H48O8S8 overall in a non-equilibrium geometry.

The geometry in XYZ format:
```
80
C16H48O8S8 wB97M-V/def2-TZVPD
C -0.7115 -6.2909 0.0160
S -0.0769 -4.9785 1.0475
O 1.3178 -4.7885 0.6326
C -0.9958 -3.6568 0.2892
H -0.1333 -6.2971 -0.9049
H -1.7883 -6.2174 -0.1073
H -0.4911 -7.2134 0.5573
H -2.0588 -3.9020 0.3005
H -0.6610 -3.5270 -0.7415
H -0.8158 -2.7315 0.8378
C -0.1018 1.3334 -4.6513
S -1.4880 2.0337 -3.7516
O -0.9691 2.2428 -2.3757
C -2.4437 0.5378 -3.6758
H 0.7125 2.0172 -4.4260
H -0.2722 1.3163 -5.7269
H 0.0999 0.3412 -4.2556
H -1.8438 -0.2516 -3.2278
H -2.7467 0.2913 -4.6974
H -3.3366 0.7230 -3.0839
C 3.1334 1.1557 3.2478
S 4.2331 0.2456 4.3237
O 3.6508 0.3619 5.6859
C 5.6023 1.3984 4.2522
H 3.0730 2.1914 3.5826
H 2.1417 0.7228 3.3588
H 3.4289 1.0551 2.2055
H 6.1746 1.2692 3.3314
H 6.2578 1.1562 5.0872
H 5.2475 2.4255 4.3221
C -0.3733 0.0891 -1.1316
S -0.2493 0.0404 0.6530
O 1.1624 0.3979 0.9273
C -1.1693 1.5303 0.9619
H 0.0681 -0.8412 -1.4937
H 0.2830 0.8915 -1.4750
H -1.3993 0.2081 -1.4764
H -2.2007 1.4362 0.6182
H -0.6605 2.3340 0.4299
H -1.2017 1.7051 2.0340
C 4.6229 -4.1876 1.1875
S 4.9012 -2.4258 1.2687
O 5.9966 -2.1440 0.2989
C 3.4247 -1.9566 0.4320
H 3.8413 -4.4941 1.8863
H 5.5403 -4.7347 1.3909
H 4.2639 -4.4539 0.1919
H 2.5082 -2.3312 0.8831
H 3.4757 -2.3367 -0.5906
H 3.3937 -0.8674 0.4049
C -3.6770 3.6307 -1.1127
S -5.4293 3.8120 -0.8506
O -5.6038 3.6234 0.5972
C -5.5823 5.5756 -1.1748
H -3.5040 2.5524 -1.1721
H -3.1375 4.0467 -0.2674
H -3.3862 3.9835 -2.1015
H -5.5885 6.0858 -0.2124
H -6.5666 5.7338 -1.6234
H -4.8374 5.9764 -1.8561
C 3.0362 0.3748 -3.3909
S 4.7166 0.3519 -2.7343
O 4.6408 1.0750 -1.4506
C 4.7364 -1.3975 -2.3058
H 2.3878 0.2819 -2.5195
H 2.8472 -0.4986 -4.0215
H 2.9002 1.2770 -3.9746
H 3.8656 -1.5903 -1.6737
H 5.6237 -1.5696 -1.7015
H 4.7132 -2.0252 -3.1937
C -5.8184 1.3191 3.8773
S -4.5156 1.5131 2.6738
O -3.3161 0.9760 3.3597
C -5.0946 0.2529 1.5522
H -5.5784 1.9968 4.6951
H -5.6968 0.3064 4.2774
H -6.8439 1.4472 3.5410
H -4.3501 0.1209 0.7691
H -6.0078 0.6375 1.0885
H -5.3000 -0.6932 2.0522
```

* energy above the lowest of the compared OMol25 structures with the same formula, charge and spin: 85.0 kJ/mol
* gap between HOMO and LUMO: 7.83 eV
* LUMO level: -0.1 eV

***

[3]
DFT (wB97M-V/def2-TZVPD) results for one molecule with the formula C7H5NS in a non-equilibrium geometry.

The geometry in XYZ format:
```
14
C7H5NS wB97M-V/def2-TZVPD
C -2.4034 -0.9134 0.4161
C 1.6353 0.4771 -0.0866
C 1.5283 -0.8618 -0.7206
C 0.7105 1.2501 0.5507
C 0.4781 -1.5401 -1.1544
C -0.6988 1.0605 0.7809
C -1.4823 0.0452 0.0635
N -3.1796 -1.7496 0.6585
S -1.8051 1.5818 -0.6141
H 2.6088 0.8776 -0.1071
H 2.6185 -1.0920 -0.8604
H 0.9265 2.1985 0.9154
H 0.1379 -2.5594 -1.5814
H -1.0746 1.2255 1.7394
```

* energy above the lowest of the compared OMol25 structures with the same formula, charge and spin: 631.9 kJ/mol
* gap between HOMO and LUMO (spin up / spin down): 7.80 / 8.10 eV
* LUMO level (spin up / spin down): -1.1 / -0.4 eV

***

[4]
DFT (wB97M-V/def2-TZVPD) results for a 11-piece molecular cluster, C21H53N13O22P overall in a non-equilibrium geometry.

The geometry in XYZ format:
```
110
C21H53N13O22P wB97M-V/def2-TZVPD
C -0.7957 0.7259 2.3897
C -1.3366 -0.0344 1.4319
C -0.6704 -0.3812 0.1358
C -0.6442 0.8108 -0.8649
P -1.6708 2.2973 -0.4535
N -1.5575 3.3367 -1.6296
C 0.7838 1.3955 -0.8611
C 1.5894 0.4595 -1.7948
C 2.6442 -0.4660 -1.1721
C 2.3503 -1.9613 -1.3378
C 3.1941 -2.8685 -0.4388
C 2.4759 -4.1841 -0.2117
O 2.9933 -5.2730 -0.4251
O 1.1805 -4.0770 0.2627
N 0.5467 -0.1885 -2.6654
C -0.7967 0.4671 -2.3350
N -1.8942 -0.3503 -2.7494
H -1.4150 1.1994 3.1325
H 0.2677 0.8460 2.5025
H -2.3282 -0.4360 1.5902
H -1.2199 -1.2220 -0.2775
H 0.3530 -0.7336 0.2688
H -1.2093 2.8244 0.7591
H -2.9869 1.8487 -0.2388
H -1.1629 4.1928 -1.2616
H 1.2313 1.4115 0.1246
H 0.8584 2.3767 -1.3149
H 2.1297 1.0930 -2.4905
H 2.7083 -0.2415 -0.1116
H 3.6269 -0.2544 -1.5801
H 2.4873 -2.2243 -2.3876
H 1.2953 -2.1259 -1.1231
H 4.0982 -3.1356 -0.9687
H 3.4096 -2.3755 0.5027
H 0.5597 -4.3529 -0.4155
H 0.3725 -1.1866 -2.5418
H 0.7947 -0.0105 -3.6333
H -0.8765 1.4093 -2.8810
H -1.6271 -0.9816 -3.4975
H -2.2658 -0.8921 -1.9821
C 2.1421 3.3496 5.0240
N 1.0249 2.6598 4.3225
O 0.5660 1.6591 4.8311
O 0.6438 3.1534 3.2800
H 2.3679 2.7997 5.9292
H 2.9908 3.3654 4.3474
H 1.8097 4.3586 5.2463
C -4.9417 -3.1974 -0.0693
N -3.5257 -2.7613 -0.1033
O -2.6685 -3.5497 0.2227
O -3.2897 -1.6159 -0.4507
H -4.9657 -4.2223 0.2739
H -5.4658 -2.5451 0.6181
H -5.3432 -3.1110 -1.0756
C -3.1458 -4.4096 3.8576
N -4.4703 -3.7254 3.8383
O -4.9067 -3.3492 2.7670
O -5.0357 -3.5793 4.8969
H -2.7719 -4.4572 2.8447
H -2.4925 -3.8203 4.4940
H -3.2984 -5.3984 4.2681
C 0.8864 6.3326 -3.4851
N 1.4431 5.6451 -2.2892
O 2.6156 5.3360 -2.2978
O 0.6792 5.4273 -1.3729
H 1.6796 6.4637 -4.2147
H 0.0874 5.7044 -3.8693
H 0.4956 7.2897 -3.1533
C 4.9086 5.9389 -6.5053
N 3.8448 6.6883 -5.7895
O 4.1718 7.5151 -4.9731
O 2.6898 6.4227 -6.0768
H 5.8708 6.2837 -6.1477
H 4.7627 4.8848 -6.2878
H 4.7929 6.1393 -7.5651
C 0.4846 -3.5116 -5.9790
N -0.7028 -2.6125 -5.9403
O -1.0985 -2.1512 -6.9732
O -1.2136 -2.4089 -4.8438
H 0.8134 -3.5962 -7.0073
H 1.2545 -3.0673 -5.3551
H 0.1764 -4.4743 -5.5828
C -4.9964 -1.7550 7.2808
N -4.5239 -1.5852 8.6818
O -3.6515 -0.7667 8.8917
O -5.0379 -2.2832 9.5247
H -4.4433 -1.0701 6.6496
H -4.8159 -2.7835 7.0001
H -6.0587 -1.5330 7.2669
C -1.4938 -2.4118 10.4809
N -0.4149 -2.9039 11.3813
O 0.3735 -2.0932 11.8148
O -0.3986 -4.0919 11.6162
H -1.3853 -1.3425 10.3582
H -1.3811 -2.9297 9.5334
H -2.4456 -2.6563 10.9422
C 4.5261 8.8087 -10.4645
N 5.4883 8.2385 -9.4831
O 6.3067 8.9741 -8.9925
O 5.3839 7.0496 -9.2363
H 4.7416 9.8636 -10.5785
H 4.6613 8.2733 -11.3989
H 3.5275 8.6487 -10.0700
C -0.2790 -7.7452 1.8942
N -1.3624 -7.1011 2.6854
O -1.0515 -6.2422 3.4845
O -2.4949 -7.4757 2.4808
H 0.6666 -7.3061 2.1876
H -0.3074 -8.8079 2.1134
H -0.4926 -7.5631 0.8458
```

* net charge: +1
* gap between HOMO and LUMO: 7.90 eV
* LUMO level: -2.9 eV

***

[5]
DFT (wB97M-V/def2-TZVPD) results for C27H35BrCaCl2FNO4S as an isolated structure in a non-equilibrium geometry.

The geometry in XYZ format:
```
73
C27H35BrCaCl2FNO4S wB97M-V/def2-TZVPD
C 4.8530 -0.9990 -2.3355
O 3.4348 -1.2984 -2.5940
C 2.8886 -2.2426 -1.5767
C 2.6157 -1.3625 -0.2056
C 3.7437 -1.5577 1.0062
C 3.6340 -0.7539 2.4342
C 2.3508 0.3058 2.5923
C 1.2454 0.4946 1.3847
C 1.3074 -0.3361 -0.0534
N 0.3196 -0.1920 -1.1881
C 0.7673 0.7913 -2.2457
C 1.7696 1.9773 -1.7153
F -0.3724 1.4845 -2.9435
C -1.0969 0.0472 -0.7188
C -1.5702 0.9499 0.5650
C -3.1246 1.2295 1.0241
C -4.3185 0.5043 0.1197
Cl -6.0841 0.8636 0.6519
C -3.9376 -0.4659 -1.1885
C -5.1644 -1.1323 -2.0442
C -5.9881 -2.3144 -0.9881
C -5.4304 -3.9385 -1.1779
O -6.8796 -3.3596 -1.7144
C -2.3276 -0.6781 -1.5884
C -1.9219 -1.6131 -2.9123
C -1.8085 -3.2234 -2.5239
C -1.7316 -3.4094 -0.8924
Br -0.2094 -4.1202 -3.4162
S -0.1914 1.7346 1.6046
H 5.5626 -1.9243 -2.4823
H 5.0713 -0.5469 -1.2719
H 5.1784 -0.1743 -3.1243
H 3.6494 -3.1244 -1.3939
H 1.8410 -2.5858 -1.9721
H 4.6455 -2.3203 0.8333
H 4.4073 -0.9032 3.3088
H 2.2107 0.9286 3.5958
H 1.3074 0.1568 -3.0909
H 2.8823 1.6280 -1.8611
H 1.5269 2.3894 -0.6449
H 1.6232 2.8979 -2.4579
H -3.3299 1.9213 1.9532
H -6.0048 -0.3788 -2.3798
H -4.8483 -1.7340 -2.9946
H -6.2874 -1.9300 0.1699
H -5.5972 -4.6551 -2.0637
H -4.4759 -3.4518 -1.7096
H -2.6813 -1.4266 -3.8136
H -0.8504 -1.2677 -3.2939
H -2.7508 -3.7355 -3.0237
H -2.7207 -3.1439 -0.3198
H -1.4844 -4.5334 -0.6346
H -0.8382 -2.7610 -0.4406
C 5.3554 3.7207 1.0541
C 5.4945 4.6577 2.2260
C 4.2376 4.3655 3.0162
O 3.9065 2.9904 2.7781
C 4.7104 2.5096 1.6918
H 6.3031 3.4891 0.5616
H 4.6785 4.1559 0.3092
H 6.3780 4.3856 2.8154
H 5.5842 5.7089 1.9405
H 3.3980 4.9765 2.6680
H 4.3688 4.5321 4.0893
H 5.4638 1.8323 2.1083
H 4.0859 1.9486 0.9911
Ca -2.2796 -3.5280 1.2465
C -6.1524 1.5386 4.3252
O -5.2125 0.6953 4.7254
H -6.2432 1.7165 3.2402
H -7.1967 1.2895 4.5795
H -6.0932 2.5754 4.6979
Cl -5.5967 -0.2707 2.6882
```

* gap between HOMO and LUMO: 2.62 eV
* LUMO level: -2.3 eV

***

[6]
DFT (wB97M-V/def2-TZVPD) results for C22H46Br22ClNO6PS2 as an isolated structure in a non-equilibrium geometry.

The geometry in XYZ format:
```
101
C22H46Br22ClNO6PS2 wB97M-V/def2-TZVPD
O -1.6249 -4.0373 -0.8385
S -0.9545 -5.1891 -0.3074
O -0.0096 -4.8286 0.7280
O -0.1893 -5.8048 -1.5801
N -2.0040 -6.3066 0.1187
S -1.9580 -6.6712 1.6911
O -2.0384 -5.5197 2.5404
O -3.1123 -7.5471 1.8820
P -0.2494 -7.9175 2.2977
O 1.0815 -7.2203 1.6961
Cl -0.4293 -9.6271 1.1662
H -0.8321 -6.3501 -2.0570
H 1.2501 -6.3797 2.1483
Br -0.4198 -2.4391 0.3795
C -0.0635 -0.5205 0.1903
C 0.9670 -0.0396 1.1804
Br 0.2029 0.1455 2.9681
H -1.0140 -0.0027 0.2904
H 0.3008 -0.4174 -0.8275
H 1.3299 0.9549 0.9190
H 1.8104 -0.7169 1.2718
Br 1.3673 -0.8424 -3.2948
C 1.6577 -2.7091 -2.8104
C 3.0792 -3.1312 -3.0513
Br 3.4321 -3.4367 -4.9453
H 0.9383 -3.2938 -3.3735
H 1.4148 -2.7680 -1.7494
H 3.2774 -4.0849 -2.5673
H 3.8030 -2.3968 -2.7128
Br 5.4638 -5.5286 -8.0471
C 6.4595 -3.9729 -8.6559
C 5.9715 -2.7114 -7.9972
Br 4.2918 -2.1041 -8.7699
H 6.3720 -3.9457 -9.7372
H 7.4937 -4.1684 -8.3807
H 6.6743 -1.8970 -8.1656
H 5.8015 -2.8248 -6.9304
Br 7.2724 1.5264 -9.4639
C 5.4943 1.1697 -10.1741
C 4.7362 2.4429 -10.4314
Br 4.0638 3.2225 -8.7773
H 5.0001 0.5149 -9.4642
H 5.6624 0.6300 -11.1036
H 3.8520 2.2423 -11.0345
H 5.3366 3.2059 -10.9161
Br 0.0026 3.6497 7.5654
C 0.9504 1.9971 7.9518
C 1.0743 1.1366 6.7236
Br -0.6003 0.2467 6.3080
H 0.4142 1.5104 8.7604
H 1.9325 2.3052 8.3050
H 1.7929 0.3366 6.8903
H 1.3592 1.6964 5.8378
Br -5.8743 -5.2213 5.8145
C -5.3078 -7.0455 6.2249
C -3.8601 -7.2673 5.8723
Br -3.5843 -7.4793 3.9010
H -5.9788 -7.7104 5.6882
H -5.4797 -7.1535 7.2959
H -3.5026 -8.1977 6.3187
H -3.2189 -6.4505 6.1837
Br -0.8532 5.4393 -11.2142
C -0.5711 3.5807 -10.7128
C 0.8558 3.1608 -10.9346
Br 1.2265 2.8453 -12.8217
H -1.2813 2.9899 -11.2819
H -0.8231 3.5289 -9.6555
H 1.0546 2.2109 -10.4427
H 1.5740 3.8989 -10.5929
Br -4.3619 6.3403 9.3080
C -3.8997 5.5560 7.5857
C -4.6127 4.2500 7.3599
Br -3.8013 2.8100 8.3764
H -2.8188 5.4524 7.5662
H -4.2075 6.2924 6.8463
H -4.5269 3.9478 6.3181
H -5.6606 4.2849 7.6400
Br 2.1347 7.6997 9.6047
C 0.3043 7.4291 9.0005
C -0.6609 7.3769 10.1543
Br -0.5773 5.6698 11.0772
H 0.3016 6.5203 8.4065
H 0.0866 8.2818 8.3604
H -1.6864 7.4572 9.7978
H -0.4759 8.1471 10.8963
Br -3.7712 -2.3006 8.6521
C -1.8884 -2.6860 8.9434
C -1.3604 -3.6733 7.9378
Br -1.9222 -5.4936 8.3420
H -1.7923 -3.0346 9.9670
H -1.3812 -1.7291 8.8348
H -0.2731 -3.6988 7.9665
H -1.6889 -3.4634 6.9242
Br -3.0439 9.8035 -6.8618
C -2.5299 8.8316 -8.4673
C -3.3364 7.5724 -8.6367
Br -2.7315 6.1672 -7.4391
H -1.4640 8.6419 -8.3934
H -2.7198 9.5182 -9.2895
H -3.2035 7.1686 -9.6388
H -4.3944 7.7175 -8.4432
```

* net charge: -1
* gap between HOMO and LUMO: 7.15 eV
* LUMO level: 1.3 eV

***

[7]
DFT (wB97M-V/def2-TZVPD) results for one molecule with the formula C2H3NO in a non-equilibrium geometry.

The geometry in XYZ format:
```
7
C2H3NO wB97M-V/def2-TZVPD
C 0.2483 -0.4539 0.4414
C -0.1864 0.4428 -0.5996
N 0.3899 -0.9877 1.5005
O -0.8821 1.1781 0.1993
H 0.8041 0.8412 -1.0961
H -0.5566 -0.0066 -1.4450
H 0.2178 -0.8790 2.4340
```

* energy above the lowest of the compared OMol25 structures with the same formula, charge and spin: 348.2 kJ/mol
* gap between HOMO and LUMO: 9.27 eV
* LUMO level: 0.4 eV

***

Q: Which electronic energy values were calculated for the entries above? A: -2716.88323 -4425.52332 -722.44540 -3539.17625 -6074.24492 -59598.31897 -207.86503, in a.u..